Entry 1:
Below is an isolated molecule of C2HF2P at a distorted geometry, with properties calculated with ωB97M-V/def2-TZVPD.

XYZ file:
```
6
Properties=species:S:1:pos:R:3:forces:R:3:lowdin_charge:R:1
P -0.98019 -0.72384 0.47882 0.4 0.9 -1.0 1.097
F 0.14645 2.00244 -0.07310 -0.1 -1.5 -0.2 0.004
F -2.47393 -1.02545 -0.56025 3.1 0.8 1.1 -0.506
C 0.16086 0.64122 0.01083 0.2 -0.5 1.2 -0.584
C 1.11659 -0.27096 0.19226 -6.6 1.1 -0.6 -0.016
H 2.03023 -0.62340 -0.04857 2.9 -0.9 -0.4 0.006
```
Forces are in eV/Å.

Strongest force on any atom = 6.687 eV Å⁻¹
Relative energy (zero: lowest compared OMol25 entry of this formula, charge and spin) = 1.9734 eV
HOMO = -10.157 eV
SMILES string = FC1=P(F)=C1
Orbital gap = 9.2 eV
E = -16810.5200 eV

Entry 2:
Below is a cluster of 11 separate species, C33H65Cl4F8NO17 in total at a distorted geometry, with properties calculated with ωB97M-V/def2-TZVPD.

XYZ file:
```
128
Properties=species:S:1:pos:R:3:forces:R:3:lowdin_charge:R:1
Cl -0.74278 2.19050 -4.28066 1.4 3.4 1.8 0.576
Cl -4.92462 -0.79510 4.58487 0.2 0.1 0.0 0.437
Cl -5.72228 1.88882 3.51211 -0.3 -2.8 -0.8 0.453
Cl -5.46685 2.02987 -0.69681 0.0 1.4 3.1 0.572
F 5.99978 0.49859 -1.27837 0.5 -0.3 0.3 0.111
F 5.59797 -1.55709 -6.46448 0.9 1.0 -2.4 0.138
F 4.13994 -2.47556 -0.55708 1.5 -1.0 0.8 0.073
F 6.57166 -0.94830 0.28031 0.7 0.3 1.8 0.141
F 5.60246 -0.33763 -4.10157 0.1 0.2 -1.0 0.146
F 7.59760 -0.86303 -4.64393 1.9 0.3 0.3 0.199
F 3.96141 -1.08311 -2.09752 0.4 0.9 -0.5 0.076
F 6.57857 -3.39069 -5.68959 1.2 -0.3 -0.5 0.140
O -6.38600 3.00869 -1.16136 -1.0 0.3 -1.5 -0.359
O -4.59308 1.52820 -1.67432 1.5 -0.5 -2.1 -0.356
O 2.84394 -6.73584 -5.53190 -0.8 1.1 0.6 -0.132
O -1.40871 4.30235 -0.16794 0.9 -1.1 1.1 -0.382
O 0.56479 1.65658 -4.12618 2.1 -1.7 -0.6 -0.397
O 0.55866 -1.51192 -0.59748 -1.2 0.6 -0.6 -0.195
O -0.65298 3.53051 -3.75424 -0.6 0.3 -1.1 -0.351
O -6.18335 0.89786 -0.17261 -1.0 -1.2 0.7 -0.420
O -1.60397 1.47584 -3.43381 -2.3 -2.4 1.5 -0.375
O 0.88586 -0.78382 5.46657 0.2 1.8 1.3 -0.150
O -1.18733 2.13364 -5.62251 -0.4 -0.1 -1.4 -0.350
O -2.07831 1.29898 2.41144 -0.1 -2.5 -2.8 -0.202
O 6.34512 -2.11271 -3.07479 1.9 0.3 -0.9 0.001
O 4.07200 4.59686 2.48362 0.0 1.1 0.7 -0.132
O -4.44533 5.65343 1.38421 -0.9 2.4 -0.4 -0.112
O -4.74013 2.66824 0.37266 0.5 -0.7 0.1 -0.386
O -2.51185 -2.81248 -1.90446 0.4 -0.5 0.5 -0.178
N -1.21524 1.04024 -0.35709 0.7 -3.4 1.1 0.130
C -0.07983 -1.81555 5.64575 -0.4 0.8 -2.4 -0.219
C -3.83651 5.69121 2.64861 0.6 -1.4 -0.2 -0.255
C -3.76560 -3.47844 -1.91467 0.2 0.8 0.6 -0.216
C 6.44969 -1.37241 -4.31000 -2.2 -1.1 2.2 -0.515
C -4.71104 -2.33843 -2.30729 1.1 -0.2 -0.8 -0.128
C 7.01185 -1.61818 -1.89441 -0.8 1.4 -0.2 -0.030
C 3.20269 2.49924 2.40177 -0.5 -2.8 -1.1 -0.210
C 2.24739 3.27128 3.23913 0.9 -0.2 1.6 -0.196
C -3.89124 -1.74728 -3.51736 -1.8 0.2 1.1 -0.138
C -5.35680 6.82991 1.33029 0.2 -2.2 0.6 -0.136
C 0.32429 0.87763 -0.30419 -2.4 1.3 -1.5 -0.048
C -2.46551 -1.98398 -3.05452 0.0 0.3 -0.4 -0.209
C 6.07077 -0.81572 -0.92118 -2.4 -1.8 -2.4 -0.444
C -5.64020 0.01646 3.16501 0.5 0.7 0.1 -0.891
C -1.40653 1.63247 3.56254 -0.1 0.3 0.0 -0.133
C 1.00640 -2.54788 -1.40990 0.6 -0.6 0.0 -0.131
C 1.13148 -7.10819 -3.87959 0.8 0.5 1.1 -0.164
C 2.02779 -7.72318 -4.92191 -0.8 -1.1 -1.6 -0.241
C 3.11785 -5.79942 -4.45862 0.8 -1.2 0.6 -0.184
C -4.93130 5.99165 3.61506 -2.2 -1.2 -0.1 -0.180
C 0.65035 -3.03237 5.24415 -2.3 -1.2 2.0 -0.245
C 5.89708 -2.29439 -5.42491 -3.1 0.5 3.0 -0.368
C 1.90891 -5.84644 -3.49740 0.3 0.9 -1.2 -0.154
C -2.00934 -0.09764 0.36260 -0.2 0.6 0.6 -0.033
C 4.52554 3.26212 2.39994 -1.8 0.1 -0.7 -0.192
C 1.59567 -2.58972 4.23875 1.4 -0.3 -1.4 -0.175
C 0.81841 -0.23912 -1.22259 1.8 -0.6 2.6 -0.160
C 4.51572 -1.22020 -0.87787 -0.5 0.3 -0.4 -0.277
C -0.53868 4.48168 0.89932 -2.0 0.6 -2.5 -0.432
C -5.80005 6.98600 2.80646 0.7 1.7 0.6 -0.171
C -1.88350 -0.11744 1.94841 -0.1 2.3 -0.7 -0.114
C 2.02104 -1.15255 4.66197 -1.2 -1.9 0.8 -0.137
C 2.65844 4.61442 2.75784 -0.6 0.7 -0.2 -0.200
H 1.05156 -2.61329 3.29456 0.3 0.4 -0.3 0.116
H -1.95067 -1.07196 -2.75243 0.0 0.0 -0.4 0.103
H 2.30776 -3.41380 4.19491 0.9 0.6 -0.4 0.112
H 0.77143 -3.48385 -0.90309 -0.1 0.0 -0.2 0.094
H 3.33452 1.46374 2.71555 0.1 -0.2 0.3 0.092
H -0.96943 -0.59436 2.30216 0.8 0.7 -0.1 0.095
H -3.00527 6.38133 2.79303 0.2 0.5 -0.5 0.116
H -3.05540 0.04984 0.09411 0.0 0.4 0.0 0.107
H -4.71111 6.11755 4.67513 0.5 1.1 -0.2 0.103
H 2.10349 4.70748 1.82431 0.1 0.6 -0.2 0.105
H -1.86119 0.99170 4.31804 0.8 0.3 1.0 0.084
H -4.15627 -2.26907 -4.43694 0.2 0.1 -0.1 0.101
H 4.90266 -2.55162 -5.06015 0.0 -0.7 0.5 0.164
H -0.09573 5.47378 0.81195 0.9 0.6 0.1 0.033
H 2.33172 5.40232 3.43649 0.6 0.3 -0.1 0.126
H -1.52744 1.95521 -0.06473 -0.3 1.8 0.4 0.121
H 3.35403 -4.78217 -4.77088 -0.3 -0.2 -0.6 0.107
H 2.18284 -5.79041 -2.44387 -0.1 0.3 -0.2 0.112
H 7.75526 -0.84352 -2.08245 0.3 -0.1 -0.6 0.136
H -0.12563 -3.66818 4.81787 0.3 -0.7 0.1 0.124
H -2.61931 -0.74436 2.45206 -0.7 0.0 -0.5 0.089
H 0.54127 1.80337 -0.83712 0.8 0.3 0.4 0.139
H 2.65610 -8.56734 -4.63780 0.1 0.0 0.8 0.115
H 5.04196 3.15468 1.44607 0.3 -0.2 0.2 0.116
H -6.87968 6.89304 2.92416 0.1 -0.4 0.1 0.094
H -1.72923 -1.05140 -0.08459 0.3 0.1 0.2 0.098
H -5.56999 7.97591 3.20049 0.0 0.4 -0.3 0.086
H -3.65047 -4.30327 -2.61787 -0.7 -0.2 -0.3 0.110
H -1.58966 2.69816 3.69993 -0.3 0.0 0.4 0.087
H 1.16615 3.16324 3.15340 0.2 -0.4 -0.4 0.098
H -3.41062 4.69051 2.72144 0.1 -0.1 0.4 0.117
H 1.02919 -7.75159 -3.00570 -0.3 -0.1 -0.1 0.109
H -1.96279 -2.47893 -3.88543 0.6 -0.1 0.1 0.112
H -4.91052 7.67977 0.81389 0.4 0.2 0.5 0.106
H 4.03399 -6.17419 -4.00219 0.2 0.0 0.4 0.108
H 2.88352 -1.17095 5.32822 0.3 0.1 -0.2 0.111
H 0.26347 3.74368 0.90426 0.9 -0.6 0.5 0.010
H 3.97237 -0.59220 -0.17184 0.4 0.5 0.1 0.160
H -1.37168 0.97587 -1.35282 -0.9 0.3 -0.8 0.108
H -5.75772 -2.60564 -2.45277 0.1 0.1 -0.3 0.108
H -3.93535 -3.87721 -0.91454 0.0 0.0 0.0 0.112
H -0.79483 -1.62950 4.84434 -0.7 0.1 0.1 0.105
H -0.32798 1.58589 3.41195 0.3 -0.7 0.5 0.067
H 7.53270 -2.41504 -1.36353 -0.5 -0.2 -0.1 0.138
H 0.72654 -0.15685 -2.30558 -1.3 0.1 0.0 0.125
H 1.90436 -0.21335 -1.13228 0.5 0.7 -0.1 0.095
H -4.15821 -0.69114 -3.55469 0.2 0.0 -0.5 0.110
H 1.02159 -3.45354 6.17845 0.7 -0.5 -0.3 0.119
H -5.03550 -0.23701 2.29427 0.5 1.0 0.2 0.009
H 2.55957 3.01000 4.25027 -0.3 0.7 0.6 0.115
H 1.34713 -4.99386 -3.87900 -0.4 0.2 1.0 0.107
H -1.04539 4.53762 1.86275 -0.2 -0.5 1.1 0.020
H 5.14329 2.99108 3.25611 0.2 0.0 0.0 0.111
H -6.22106 6.55302 0.72656 0.2 -0.3 -0.1 0.109
H 2.18209 -0.46513 3.83153 -0.2 0.0 0.1 0.102
H 2.08932 -2.48215 -1.51506 0.1 -0.1 -0.1 0.054
H 1.33693 -8.14472 -5.65206 0.4 0.0 -0.7 0.112
H -5.60730 5.14198 3.71096 0.3 -0.7 -0.3 0.085
H 0.15546 -6.80023 -4.25462 0.1 -0.4 -0.1 0.113
H -4.61116 -1.53563 -1.57679 -0.4 -0.3 0.5 0.102
H 0.56294 0.93223 0.75796 0.6 -0.5 -0.3 0.121
H -6.52025 -0.59201 2.95673 -0.8 1.3 0.4 0.027
H -0.67177 -1.93380 6.55334 0.7 0.8 0.5 0.127
H 2.66885 2.39351 1.45734 0.8 0.3 -0.8 0.106
H 0.60233 -2.53073 -2.42209 -0.4 0.0 0.0 0.090
```
Forces are in eV/Å.

Strongest force on any atom = 4.310 eV Å⁻¹
Charge = -2
HOMO = -0.546 eV
Orbital gap = 3.5 eV
E = -143378.6647 eV

Entry 3:
Below is a cluster of 3 separate species, C11H28BO8PS2 in total, with properties calculated with ωB97M-V/def2-TZVPD.

XYZ file:
```
51
Properties=species:S:1:pos:R:3:forces:R:3:lowdin_charge:R:1
S -2.79175 1.49887 1.21827 -0.1 -0.1 -0.2 0.654
S -1.17774 0.30243 -3.24028 -0.1 0.0 0.0 0.210
P -2.20680 0.18704 -1.62069 0.1 0.1 -0.3 0.342
O -0.49587 3.69485 0.13091 0.1 -0.3 0.0 0.147
O 2.57329 2.18569 0.54917 -0.3 -0.5 -0.1 0.103
O 0.10344 -0.00203 -6.66388 0.0 0.0 0.0 -0.073
O 1.28801 2.50365 2.52894 0.1 0.0 0.0 0.212
O -3.98105 2.25248 0.93676 -0.1 0.1 0.0 -0.304
O -1.86062 1.90340 2.23858 0.0 0.1 0.1 -0.290
O 2.30402 -1.67939 4.58634 0.0 0.0 0.0 -0.059
O -0.48630 1.44633 -0.09312 0.0 -0.1 0.2 -0.081
C 0.06948 2.65447 0.32342 -0.1 0.5 -0.2 -0.307
C 3.61498 1.39183 1.14409 0.1 0.2 0.1 -0.199
C -1.18850 -0.23440 -8.70482 0.0 0.0 0.0 -0.064
C -0.79525 -2.19612 -7.17056 0.0 0.0 0.0 -0.063
C 2.06700 -1.85006 6.99634 0.0 0.0 0.0 -0.062
C -3.30482 -0.16041 1.62680 0.1 0.0 0.2 -0.122
C -1.85796 1.49124 -0.36489 0.2 -0.1 -0.1 -0.554
C 1.66290 -1.11511 5.72946 -0.1 0.0 0.0 -0.503
C 0.15472 -1.08669 5.53918 0.0 0.0 -0.1 -0.059
C 3.08816 0.14888 1.82828 0.3 -0.2 0.0 -0.069
C -0.98688 -0.69127 -7.26899 0.0 0.0 0.0 -0.513
B 1.40817 2.42605 1.17665 0.2 0.1 0.1 -0.574
H 1.61991 -1.38986 7.87842 0.0 0.0 0.0 0.080
H -0.34155 -0.60775 6.38427 0.0 0.0 0.0 0.081
H 2.36242 -0.36249 1.19416 -0.1 0.0 0.0 0.093
H -1.65167 -2.73155 -7.58324 0.0 0.0 0.0 0.078
H -0.30931 -0.48335 -9.30655 0.0 0.0 0.0 0.080
H -0.66370 -2.49349 -6.13038 0.0 0.0 0.0 0.076
H -1.33322 0.84488 -8.74475 0.0 0.0 0.0 0.079
H 2.65767 0.34270 2.80505 -0.1 0.1 0.0 0.059
H 0.40522 2.75744 2.81609 -0.2 -0.1 0.0 0.103
H -4.35464 -0.07826 1.89378 0.0 0.0 0.0 0.073
H -3.60008 0.32790 -1.73723 -0.1 -0.1 0.1 0.001
H -3.17501 -0.85989 0.80708 -0.1 0.1 -0.1 0.029
H 4.18832 2.01491 1.83353 0.0 0.0 0.0 0.126
H 2.03773 -0.09002 5.76973 0.0 0.0 0.0 0.138
H -0.10244 -0.54194 4.63010 0.0 0.0 0.0 0.072
H 2.01383 -2.59411 4.49838 0.0 0.0 0.0 0.088
H -2.07154 -1.00643 -0.89507 0.0 0.0 0.1 -0.022
H -2.05482 -0.72054 -9.15588 0.0 0.0 0.0 0.078
H -2.17887 2.42968 -0.82727 0.1 0.1 0.1 0.113
H 0.09522 -2.50010 -7.72899 0.0 0.0 0.0 0.080
H 3.15046 -1.84554 7.11146 0.0 0.0 0.0 0.079
H -0.23229 -2.10659 5.45239 0.0 0.0 0.0 0.081
H -2.71232 -0.47842 2.47932 0.0 0.0 0.0 0.066
H 1.73283 -2.89081 6.95129 0.0 0.0 0.0 0.081
H 3.92067 -0.53932 1.98382 0.0 0.0 0.0 0.084
H 4.27255 1.12009 0.32128 0.0 0.0 -0.1 0.120
H 0.90732 -0.22223 -7.14732 0.0 0.0 0.0 0.086
H -1.85277 -0.39964 -6.67052 0.0 0.0 0.0 0.129
```
Forces are in eV/Å.

Strongest force on any atom = 0.575 eV Å⁻¹
HOMO = -9.242 eV
SMILES string = CCOB(O)C(=O)O[C@@H]([PH2]=S)S(C)(=O)=O.CC(C)O.CC(C)O
Orbital gap = 9.5 eV
E = -59878.2143 eV